# 1
{
  "formula": "C3H14O4",
  "method": "ωB97M-V/def2-TZVPD",
  "species": ["C", "C", "C", "O", "H", "H", "H", "H", "H", "H", "H", "H", "O", "H", "H", "O", "H", "H", "O", "H", "H"],
  "xyz": [[0.85497, -2.28387, -0.37164], [0.06244, -1.24914, -1.15327], [-1.38325, -1.20310, -0.77434], [0.71492, 0.03768, -1.07810], [1.90564, -2.17283, -0.62138], [0.74238, -2.13501, 0.70519], [0.46579, -3.27522, -0.60842], [0.07245, -1.49513, -2.21960], [-1.81533, -2.19913, -0.87736], [-1.53102, -0.88575, 0.26600], [-1.94290, -0.50521, -1.40280], [0.62694, 0.26002, -0.14664], [-0.01784, -0.72947, 2.67949], [0.02890, 0.22762, 2.57426], [-0.68144, -0.93498, 3.33160], [-0.31375, 2.73620, -1.28270], [-0.41496, 3.43954, -1.93712], [-0.33444, 1.86489, -1.71382], [0.20944, 1.91502, 1.46867], [0.15872, 2.14507, 0.52850], [0.96622, 2.45842, 1.70940]],
  "spin_multiplicity": 1,
  "total_energy_ev": -11528.422,
  "smiles": "CC(C)O.O.O.O",
  "e_homo_ev": -10.360,
  "lumo_energy_ev": 0.676
}

***

# 2
{
  "formula": "C3H6N4S",
  "method": "ωB97M-V/def2-TZVPD",
  "species": ["C", "C", "C", "N", "N", "N", "N", "S", "H", "H", "H", "H", "H", "H"],
  "xyz": [[1.76449, 0.45596, 0.18270], [1.21153, -0.77426, -0.43662], [-0.95960, 0.17981, 0.64915], [0.89347, 1.56149, 0.46995], [-0.27554, 1.38058, 0.77781], [-2.91576, 0.10173, -0.55320], [-1.70147, -0.12939, -0.61602], [-0.09020, -1.44503, 0.75442], [2.28138, 0.28019, 1.21460], [2.52785, 0.77538, -0.45897], [0.66701, -0.58223, -1.37972], [1.57846, -1.76435, -0.49816], [-1.71804, 0.18405, 1.37075], [-3.26360, -0.22392, -1.47669]],
  "spin_multiplicity": 3,
  "total_energy_ev": -19997.340,
  "s_squared": 2.0097,
  "e_homo_ev": [-7.016, -9.298],
  "lumo_energy_ev": [0.716, -1.854]
}